This record from the OMol25 dataset describes a cluster of 3 separate species, C4H7NO in total in a non-equilibrium geometry. The level of theory is ωB97M-V/def2-TZVPD.

```
13
Properties=species:S:1:pos:R:3:forces:R:3:lowdin_charge:R:1
C 1.351970 -0.543771 0.197190 0.4 0.5 0.4 -0.04
C 0.904229 0.717645 0.184709 0.7 0.0 0.2 -0.21
C 0.276935 1.317373 1.324912 -0.4 0.5 0.8 -0.28
N -0.182707 1.841868 2.250142 0.3 -0.5 -0.9 0.16
H 2.049821 -0.887471 -0.557526 -0.2 0.0 0.0 0.08
H 1.119628 -1.239794 0.998886 0.2 0.2 0.0 0.09
H 1.143563 1.385859 -0.635161 0.0 0.0 0.1 0.12
H 0.337646 -1.665061 -0.913632 -0.1 -0.7 -0.4 0.05
H -0.347149 -1.586311 -1.206851 0.3 -0.6 -0.1 0.09
C -1.651702 0.167281 -0.400231 -0.5 -0.1 -0.4 -0.18
O -1.695399 -0.503377 -1.403747 -0.6 0.6 0.3 -0.06
H -1.725184 1.264557 -0.454235 0.0 0.0 0.1 0.10
H -1.581650 -0.268796 0.615544 -0.1 0.0 -0.2 0.09
```
Positions in Å, forces in eV/Å.

Multiplicity: 1
Kohn-Sham gap in eV: 10.1275
SMILES string: C=CC#N.[H][H].C=O
HOMO in hartree: -0.3717